[1]
Entry from the OMol25 dataset: a molecular structure, C36H88F6N7O15PdS2 (ωB97M-V/def2-TZVPD).

```
155
Properties=species:S:1:pos:R:3:forces:R:3:lowdin_spin:R:1
Pd 1.13255 1.09212 2.19645 -0.61 -0.02 0.93 1.490
C -0.54754 0.99116 -1.65350 0.87 -0.49 -0.64 0.000
F -0.44399 2.26931 -1.99250 -0.19 0.11 0.32 0.000
F -1.51492 0.81732 -0.77066 -0.21 0.25 0.04 0.000
F -0.77730 0.29038 -2.74863 -0.29 -0.06 0.09 0.000
S 1.12953 0.42879 -0.96236 -0.27 0.31 0.71 0.004
O 1.67017 -0.56738 -1.81406 -0.10 -0.30 -0.31 0.011
O 1.85841 1.63940 -0.76632 0.06 0.43 0.10 0.000
N 0.79047 -0.18048 0.53508 -0.53 0.00 -1.64 0.105
S -0.00251 -1.59922 0.50857 0.20 -0.50 1.06 0.008
O -0.68118 -1.73613 1.76060 -0.02 0.03 0.19 0.000
O -0.70044 -1.88537 -0.69300 0.12 0.23 -0.47 0.014
C 1.43196 -2.80113 0.63097 -0.05 0.27 0.00 0.001
F 1.27340 -3.84730 -0.15138 -0.16 -0.03 0.07 0.000
F 2.56124 -2.17639 0.30302 0.23 -0.20 0.00 0.000
F 1.53295 -3.19949 1.90431 -0.02 -0.13 -0.11 0.001
C 5.54701 2.66238 -3.69755 -0.91 -0.51 -0.10 0.000
C 4.88379 2.87304 -2.33811 0.51 -0.56 -0.50 0.000
O 5.12247 4.17873 -1.84615 -0.32 0.02 0.57 0.000
H 4.92626 3.14060 -4.45575 0.28 0.21 -0.09 0.000
H 5.52423 1.59293 -3.93562 0.18 0.08 -0.01 0.000
H 6.56644 3.02932 -3.75826 0.08 0.05 0.14 0.000
H 5.21895 2.08191 -1.65063 0.14 0.29 0.13 0.000
H 3.80998 2.71693 -2.43028 -0.08 0.28 0.01 0.000
H 5.98387 4.19223 -1.42037 0.08 0.07 -0.15 0.000
C -4.71692 -0.40560 0.57859 -0.49 0.01 -0.31 0.000
O -4.44534 -0.07965 1.91909 0.23 0.11 0.23 0.000
C -4.85605 -1.07107 2.85091 -0.01 -0.26 -0.65 0.000
C -5.05606 -0.42935 4.19521 -0.67 0.44 0.36 0.000
N -5.94924 0.72910 4.02987 0.30 -0.60 0.01 0.000
C -6.05752 1.53691 5.22236 -0.20 0.46 -0.10 0.000
C -4.80887 2.37151 5.53724 0.07 0.42 0.54 0.000
O -4.18400 2.91017 4.38144 0.40 -0.47 0.08 0.000
C -4.89519 3.99876 3.85250 -0.46 0.31 0.25 0.000
H -5.71301 -0.04629 0.28640 0.01 -0.13 0.10 0.000
H -4.68520 -1.48578 0.41391 0.18 0.03 -0.09 0.000
H -4.00171 0.09683 -0.07296 0.16 -0.10 0.11 0.000
H -4.12216 -1.88939 2.83600 0.03 0.11 0.31 0.000
H -5.80817 -1.51075 2.52798 -0.05 0.17 0.02 0.000
H -4.13240 -0.14497 4.71341 0.18 -0.23 -0.28 0.000
H -5.58784 -1.15263 4.82253 0.18 -0.03 0.10 0.000
H -5.55097 1.28992 3.28540 -0.12 0.04 -0.06 0.000
H -6.28854 0.92127 6.09389 0.00 -0.09 -0.04 0.000
H -6.91757 2.19799 5.08837 0.03 0.04 0.06 0.000
H -4.06287 1.79827 6.09369 0.13 -0.15 -0.35 0.000
H -5.05799 3.21109 6.20453 -0.19 -0.16 -0.01 0.000
H -4.38574 4.34636 2.95879 0.02 -0.02 -0.08 0.000
H -4.94614 4.81449 4.58594 0.08 0.02 -0.10 0.000
H -5.92859 3.72546 3.61411 0.06 0.01 -0.20 0.000
C 0.22844 3.95191 1.22185 0.32 -0.70 -0.64 0.005
O -0.25144 2.63702 1.58985 0.30 0.97 -0.27 0.072
C -1.49032 2.69303 2.27782 -0.77 0.43 0.49 0.006
C -1.90742 1.29054 2.61453 0.92 -0.10 -0.66 0.004
N -0.80486 0.61011 3.34326 0.00 0.11 0.71 0.092
C -0.87928 0.89982 4.80855 -0.19 0.43 -0.13 0.013
C -1.03429 -0.37732 5.60104 0.49 -0.71 -0.54 0.002
O -1.94782 -1.18077 4.88111 -0.43 0.47 0.42 0.000
C -2.27579 -2.38508 5.54590 0.23 -0.16 -0.10 0.000
H 1.30769 3.88135 1.10425 0.01 0.02 0.19 0.001
H -0.03732 4.68137 1.98026 -0.08 0.11 -0.02 0.000
H -0.15371 4.17702 0.22620 -0.29 0.31 0.19 0.001
H -2.24117 3.20609 1.66732 0.04 -0.28 -0.24 0.002
H -1.41304 3.32434 3.17542 0.29 -0.19 0.06 0.000
H -2.00654 0.72829 1.68749 -0.38 0.01 0.03 0.000
H -2.83952 1.31170 3.16684 -0.08 -0.18 0.03 0.002
H -1.01883 -0.38676 3.28982 0.16 0.06 -0.41 0.000
H -1.77330 1.50385 4.98839 0.07 0.10 -0.04 0.002
H -0.02675 1.47859 5.16907 0.09 -0.05 -0.05 0.004
H -1.36730 -0.15100 6.61810 -0.06 -0.08 0.00 0.000
H -0.09460 -0.94809 5.63840 0.03 0.29 0.36 0.000
H -2.33242 -2.23886 6.62683 -0.05 -0.01 0.01 0.000
H -1.51371 -3.13646 5.31573 -0.10 -0.12 0.14 0.000
H -3.24371 -2.71346 5.17785 0.00 -0.06 -0.05 0.000
C 6.62175 -3.54669 -2.38630 0.19 0.23 0.36 0.000
O 5.40091 -3.98608 -2.89534 -0.49 -0.16 0.01 0.000
C 4.52582 -2.92832 -3.23236 0.15 0.03 0.02 0.000
C 3.11366 -3.44930 -3.28094 -0.48 0.22 -0.15 0.000
N 2.27661 -2.47392 -4.00816 0.41 -1.02 0.69 0.000
C 0.87000 -2.89513 -4.10248 0.31 0.92 -1.07 0.000
C 0.71888 -4.18524 -4.88820 0.63 -0.22 0.23 0.000
O -0.61021 -4.32236 -5.32640 -0.12 0.16 0.26 0.000
C -1.17637 -5.57864 -5.05319 -0.53 0.08 -0.23 0.000
H 7.30454 -4.39250 -2.40481 0.17 0.07 -0.14 0.000
H 6.52837 -3.22429 -1.33624 -0.03 0.10 -0.24 0.000
H 7.00685 -2.69980 -2.96462 0.23 -0.15 -0.07 0.000
H 4.76989 -2.52841 -4.22482 0.11 0.05 0.08 0.000
H 4.61552 -2.11221 -2.49674 -0.01 -0.02 -0.04 0.000
H 2.71020 -3.59557 -2.26629 0.22 -0.27 -0.03 0.000
H 3.13374 -4.41079 -3.79401 -0.06 0.01 -0.02 0.000
H 2.32209 -1.67189 -3.39568 -0.32 0.39 -0.39 0.000
H 0.44678 -2.12658 -4.76186 -0.46 -0.08 0.38 0.000
H 0.32069 -2.91038 -3.15215 0.09 -0.14 0.02 0.000
H 1.03816 -5.04410 -4.28155 -0.25 -0.01 -0.03 0.000
H 1.39590 -4.15871 -5.75221 -0.04 0.10 0.03 0.000
H -0.67112 -6.36561 -5.62002 0.01 -0.14 0.18 0.000
H -2.21655 -5.52334 -5.37881 0.08 -0.07 -0.10 0.000
H -1.20406 -5.80235 -3.98102 0.29 -0.07 -0.01 0.000
C -3.39218 1.85877 -4.10551 0.41 0.38 -1.07 0.000
O -4.39732 2.26396 -5.01209 -0.11 0.41 0.20 0.000
C -5.18491 3.34160 -4.50920 -0.60 -1.17 0.76 0.000
C -6.47245 3.42398 -5.32397 -0.33 -0.09 -0.25 0.000
N -6.50150 4.36809 -6.43405 -0.07 -0.13 0.10 0.000
C -6.58690 5.75018 -5.99877 0.74 0.61 0.28 0.000
C -6.24403 6.72032 -7.12457 -0.34 -0.25 0.09 0.000
O -4.85502 6.82774 -7.36821 0.27 -0.42 0.05 0.000
C -4.37457 6.11939 -8.49533 -0.72 0.52 -0.62 0.000
H -3.77268 1.68074 -3.09507 -0.08 -0.12 -0.03 0.000
H -2.59254 2.61394 -4.08337 -0.07 0.01 0.31 0.000
H -2.95572 0.97178 -4.56256 -0.04 -0.20 0.38 0.000
H -4.62073 4.27316 -4.40799 0.05 0.06 -0.31 0.000
H -5.49506 3.03598 -3.49325 0.16 0.26 0.02 0.000
H -7.32734 3.59792 -4.66393 0.12 0.42 0.00 0.000
H -6.68617 2.42646 -5.71669 0.31 -0.05 -0.03 0.000
H -5.63054 4.24653 -6.93919 -0.07 0.02 -0.11 0.000
H -5.88726 5.92699 -5.16300 -0.12 0.26 -0.05 0.000
H -7.58035 6.03128 -5.63606 -0.14 -0.45 -0.07 0.000
H -6.57896 7.72660 -6.87302 -0.14 -0.03 0.06 0.000
H -6.81554 6.36180 -7.99351 0.29 0.28 -0.18 0.000
H -4.65393 6.65260 -9.41909 0.11 -0.01 0.12 0.000
H -4.83235 5.13153 -8.59692 0.31 -0.15 0.19 0.000
H -3.29178 6.08449 -8.45334 0.06 -0.19 0.18 0.000
C 5.65232 -3.73480 1.13541 0.05 -0.24 -0.41 0.000
C 5.20545 -4.67086 2.22403 -1.66 0.58 0.54 0.000
C 6.31302 -5.32955 2.95950 0.59 0.11 0.48 0.000
O 5.76666 -6.43941 3.61453 -0.33 -0.49 -0.08 0.000
C 6.72056 -7.21955 4.27916 0.26 0.00 0.80 0.000
N 4.30315 -3.94880 3.17440 0.66 0.32 -0.08 0.000
H 4.78318 -3.27537 0.66292 0.03 0.01 -0.09 0.000
H 6.17160 -4.33050 0.37977 -0.01 0.23 -0.01 0.000
H 6.31050 -2.93464 1.47631 0.07 -0.06 0.21 0.000
H 4.57879 -5.46753 1.80712 0.46 -0.17 -0.42 0.000
H 6.75026 -4.66747 3.72315 0.05 0.23 -0.23 0.000
H 7.10993 -5.59994 2.25286 -0.02 -0.25 0.09 0.000
H 7.59147 -7.39494 3.64212 0.01 -0.18 0.05 0.000
H 6.26605 -8.15519 4.59982 -0.08 -0.09 -0.40 0.000
H 7.04933 -6.75228 5.22283 0.12 0.21 -0.30 0.000
H 3.42924 -3.78090 2.69443 -0.07 -0.09 0.18 0.000
H 4.11531 -4.53899 3.97809 -0.07 -0.10 -0.12 0.000
C 5.42654 0.97944 1.22479 0.39 0.95 0.45 0.002
C 3.97508 0.66102 1.52332 0.33 -0.06 -0.32 0.002
C 3.86558 -0.05660 2.84883 0.42 0.82 0.11 0.003
O 2.50568 -0.43242 3.04200 0.28 -0.52 0.23 0.065
C 2.23041 -1.11520 4.27884 0.22 -0.03 -0.13 0.005
N 3.12888 1.89008 1.58512 1.25 0.49 0.89 0.068
H 6.02149 0.10200 0.98657 -0.11 -0.05 -0.25 0.000
H 5.92701 1.47377 2.07066 -0.21 -0.22 0.14 0.000
H 5.48279 1.74135 0.44252 0.05 -0.43 -0.29 0.000
H 3.59898 0.04333 0.70852 -0.22 -0.07 0.10 0.000
H 4.17865 0.65868 3.63192 -0.20 -0.10 0.03 0.000
H 4.59801 -0.86607 2.90582 -0.56 -0.51 -0.07 0.001
H 1.30080 -1.65661 4.12617 -0.02 0.01 0.02 0.000
H 2.14236 -0.40813 5.10890 0.00 0.06 -0.10 0.000
H 3.03594 -1.81998 4.49227 -0.02 -0.03 -0.11 0.002
H 3.54425 2.44326 2.34993 -0.37 -0.29 0.15 0.006
H 3.38784 2.50561 0.81128 -0.76 -0.48 -0.50 0.002
```
Positions in Å, forces in eV/Å.

Values from the calculation:
* <S²>: 2.004
* Kohn-Sham gap (spin up / spin down): 0.27563 / 0.18974 hartree
* calculated total energy: -4459.3068 Eh
* 2S+1: 3
* LUMO energy (spin up / spin down): -0.09347 / -0.17936 Eh
* net charge: +1
* energy above the lowest of the compared OMol25 structures with the same formula, charge and spin: 0.0 kJ/mol



[2]
Entry from the OMol25 dataset: 2 unconnected molecules or ions with the total composition C2H4O2 (ωB97M-V/def2-TZVPD).

```
8
Properties=species:S:1:pos:R:3:forces:R:3:lowdin_charge:R:1
C 0.70885 -3.37203 -2.50108 -2.08 -0.91 0.85 -0.123
O -0.47482 -3.63498 -2.26839 2.66 0.87 -0.83 -0.038
H 1.49636 -3.83036 -1.85670 -0.18 0.28 -0.33 0.079
H 1.05833 -2.71018 -3.32888 -0.40 -0.23 0.31 0.081
C -0.68319 3.42026 2.48041 -0.68 -2.49 2.72 -0.103
O -0.78986 2.87702 3.60804 0.56 2.44 -3.47 -0.055
H -0.87320 2.76145 1.59988 0.18 0.52 0.17 0.077
H -0.44246 4.48883 2.26670 -0.05 -0.47 0.58 0.081
```
Positions in Å, forces in eV/Å.

Values from the calculation:
* Kohn-Sham gap: 0.40087 hartree
* calculated total energy: -229.0081 Eh
* SMILES string: C=O.C=O
* LUMO energy: 0.01984 Eh
* net charge: 0
* energy above the lowest of the compared OMol25 structures with the same formula, charge and spin: 258.5 kJ/mol